[1]
Below is 2 unconnected molecules or ions with the total composition C5H8O, with properties calculated with ωB97M-V/def2-TZVPD.

Results
E_tot (eV): -7358.87608
Highest occupied orbital energy (eV): -9.83

Geometry (Å):
C -0.070 1.499 -1.971
C -0.236 0.605 -1.181
C -0.567 -0.407 -0.173
C -1.091 0.241 1.120
C 0.510 -1.466 0.068
O 1.341 -1.807 -0.733
H 0.079 2.280 -2.684
H -1.370 -1.043 -0.587
H -2.097 0.635 0.956
H -0.458 1.076 1.436
H -1.147 -0.488 1.937
H 0.400 -1.981 1.051
H 2.228 0.688 0.613
H 2.478 0.165 0.146

***

[2]
Below is C7H13NO in the gas phase, with properties calculated with ωB97M-V/def2-TZVPD.

Results
E_tot (eV): -11006.17133
Highest occupied orbital energy (eV): -8.43

Geometry (Å):
C 0.840 1.172 3.240
C 0.728 0.519 2.064
C 1.809 -0.417 1.712
O 1.856 -1.114 0.731
N -0.357 0.589 1.213
C -0.218 0.647 -0.233
C -1.042 -0.311 -1.272
C -0.730 0.311 -2.635
C -0.669 -1.791 -1.323
H 1.678 0.995 3.888
H 0.096 1.869 3.587
H 2.614 -0.451 2.472
H -1.119 1.148 1.570
H 0.817 0.437 -0.492
H -0.546 1.649 -0.534
H -2.106 -0.207 -1.038
H -1.602 0.298 -3.285
H 0.088 -0.214 -3.122
H -0.406 1.351 -2.509
H -1.139 -2.250 -2.193
H 0.409 -1.910 -1.406
H -1.003 -2.320 -0.433

***

[3]
Below is a molecular structure, C42H56N6O8P2Sc, with properties calculated with ωB97M-V/def2-TZVPD.

Results
Net charge: +1
E_tot (eV): -109063.47185
Highest occupied orbital energy (eV): -10.20

Geometry (Å):
Sc 1.633 1.213 -0.362
C 4.551 -0.776 -0.519
N 3.626 0.128 -1.184
C 3.946 0.625 -2.342
C 3.118 1.545 -2.973
C 3.320 2.349 -4.087
C 2.154 3.122 -4.238
C 1.319 2.806 -3.141
N 1.894 1.858 -2.382
C 4.210 -2.228 -0.727
C 3.815 -2.712 -2.028
C 3.592 -4.048 -2.205
C 3.524 -4.953 -1.116
C 3.808 -4.487 0.128
C 4.234 -3.142 0.326
H 4.569 -0.544 0.571
H 5.593 -0.664 -0.844
H 4.891 0.341 -2.780
H 4.205 2.346 -4.723
H 1.929 3.868 -5.001
H 0.345 3.216 -2.875
H 3.664 -2.005 -2.813
H 3.390 -4.461 -3.186
H 3.285 -5.970 -1.245
H 3.736 -5.185 0.974
H 4.562 -2.746 1.311
C -4.556 -3.592 0.528
C -3.886 -2.497 1.376
C -4.403 -2.554 2.794
O -4.331 -1.247 0.801
P -3.445 0.060 0.701
O -2.536 0.333 1.850
C -2.671 -0.237 -0.915
P -1.551 0.860 -1.713
O -0.335 0.932 -0.786
O -2.104 2.260 -1.963
C -2.875 2.886 -3.147
C -4.090 3.526 -2.577
C -3.170 1.818 -4.170
O -1.143 0.122 -3.050
C -0.201 -1.036 -3.078
C 0.720 -0.881 -4.286
C -0.951 -2.329 -3.164
O -4.464 1.242 0.320
C -5.711 1.675 0.969
C -6.130 0.713 2.090
C -5.564 3.084 1.480
H -4.424 -4.555 0.942
H -4.245 -3.631 -0.521
H -5.632 -3.398 0.499
H -2.779 -2.530 1.344
H -5.498 -2.682 2.731
H -4.184 -1.626 3.229
H -4.001 -3.377 3.407
H -3.519 -0.495 -1.597
H -2.147 -1.202 -0.751
H -2.092 3.603 -3.515
H -4.856 2.830 -2.207
H -4.515 4.228 -3.260
H -3.760 4.037 -1.692
H -3.686 0.978 -3.714
H -2.233 1.490 -4.624
H -3.794 2.284 -4.960
H 0.350 -0.964 -2.138
H 0.102 -0.668 -5.146
H 1.151 -1.851 -4.417
H 1.494 -0.142 -4.156
H -1.438 -2.402 -4.158
H -1.705 -2.472 -2.377
H -0.226 -3.141 -3.126
H -6.454 1.747 0.148
H -5.244 0.511 2.674
H -6.450 -0.214 1.639
H -6.942 1.142 2.683
H -4.926 3.187 2.378
H -6.584 3.526 1.566
H -5.150 3.730 0.704
C -0.428 -3.923 3.148
C 0.119 -2.783 2.322
C -0.321 -1.498 2.551
C 0.248 -0.478 1.804
N 1.089 -0.675 0.788
C 1.330 -1.939 0.449
C 0.885 -3.016 1.196
H 0.173 -4.866 3.131
H -1.453 -4.167 2.774
H -0.549 -3.658 4.227
H -1.006 -1.264 3.336
H -0.016 0.514 2.072
H 2.020 -2.091 -0.383
H 1.238 -4.039 0.976
C 3.676 3.248 2.181
C 3.585 1.760 2.217
O 2.920 1.184 1.356
C 4.275 0.961 3.242
C 5.206 1.526 4.096
C 5.947 0.774 4.993
C 5.661 -0.589 5.142
C 4.647 -1.143 4.373
C 3.965 -0.401 3.427
H 3.014 3.678 1.419
H 4.646 3.550 1.997
H 3.366 3.543 3.169
H 5.373 2.594 4.009
H 6.700 1.224 5.585
H 6.206 -1.149 5.874
H 4.312 -2.146 4.583
H 3.109 -0.778 2.914
O 1.001 2.972 0.403
N -0.202 3.472 0.393
C -0.378 4.753 0.412
C -1.786 4.984 0.488
N -2.942 5.161 0.504
C 0.691 5.689 0.356
N 1.552 6.438 0.289

***

[4]
Below is 2 unconnected molecules or ions with the total composition C22H26F8N2O5, with properties calculated with ωB97M-V/def2-TZVPD.

Results
E_tot (eV): -58172.99620
Highest occupied orbital energy (eV): -8.73

Geometry (Å):
C 6.112 -3.284 1.093
N 4.831 -2.516 0.706
C 5.115 -1.095 1.150
C 3.833 -0.071 1.038
C 2.466 -0.313 1.972
C 1.216 0.757 1.874
C 1.384 2.026 0.843
C 2.712 2.236 -0.109
O 2.870 3.368 -1.065
C 3.987 1.181 -0.038
C 5.288 1.437 -1.011
N 5.257 0.315 -2.068
C 0.110 3.109 0.818
O 0.276 4.310 0.239
C -1.334 2.773 1.518
C -1.535 1.581 2.432
C -3.031 1.240 3.087
C -3.492 -0.192 2.355
O -4.667 -0.013 1.490
C -4.327 0.575 0.187
C -4.034 -0.492 -1.016
F -3.978 0.201 -2.359
F -2.622 -0.986 -0.798
C -4.976 -1.833 -1.023
F -4.614 -2.677 0.143
F -4.518 -2.625 -2.229
C -6.569 -1.582 -1.251
F -7.186 -2.856 -1.782
F -6.814 -0.569 -2.345
C -7.434 -1.083 0.036
F -7.111 -1.726 1.329
F -7.485 0.419 0.197
C -0.198 0.628 2.753
O -0.201 -0.330 3.715
H 6.521 -3.908 0.189
H 5.938 -3.925 2.075
H 6.978 -2.516 1.380
H 4.124 -2.878 1.404
H 5.386 -1.161 2.311
H 6.096 -0.665 0.635
H 2.396 -1.253 2.705
H 2.601 3.003 -1.965
H 5.259 2.439 -1.617
H 6.259 1.326 -0.329
H 5.222 0.713 -3.034
H 6.083 -0.319 -1.959
H -2.236 3.485 1.296
H -2.979 1.123 4.251
H -3.745 2.116 2.730
H -2.567 -0.635 1.787
H -3.812 -0.976 3.194
H -5.135 1.357 -0.211
H -3.330 1.220 0.314
H -8.569 -1.380 -0.193
C 1.115 -0.764 -3.243
C 1.230 0.511 -2.432
O 1.474 1.613 -3.294
H 2.032 -0.941 -3.814
H 0.931 -1.624 -2.593
H 0.297 -0.689 -3.968
H 2.062 0.441 -1.725
H 0.312 0.702 -1.869
H 0.726 1.672 -3.913

***

[5]
Below is 2 unconnected molecules or ions with the total composition H2N6O, with properties calculated with ωB97M-V/def2-TZVPD.

Results
E_tot (eV): -11015.05596
Highest occupied orbital energy (eV): -8.83

Geometry (Å):
N 0.244 -2.631 -0.022
N 2.115 1.167 0.018
N -0.269 -1.625 -0.008
N 3.194 1.115 -0.220
N -0.595 -0.513 0.269
N -1.648 0.194 -0.305
O 0.991 1.220 0.264
H -2.541 -0.103 0.089
H -1.491 1.174 -0.084

***

[6]
Below is a gas-phase ion, C5H13N2 (charge +1), with properties calculated with ωB97M-V/def2-TZVPD.

Results
Net charge: +1
E_tot (eV): -8366.89707
Highest occupied orbital energy (eV): -13.56

Geometry (Å):
C 2.472 -0.548 0.029
N 1.367 0.430 0.118
C 0.422 0.379 -0.976
N -0.688 0.236 -0.035
C -1.676 1.296 0.028
C -1.390 -1.139 -0.203
C 0.326 0.188 1.132
H 3.398 -0.103 -0.145
H 2.555 -1.001 0.992
H 2.112 -1.369 -0.616
H 0.479 1.437 -1.427
H 0.345 -0.491 -1.754
H -2.593 0.873 -0.296
H -1.869 1.690 1.017
H -1.404 2.156 -0.578
H -0.670 -1.857 -0.476
H -1.861 -1.328 0.689
H -2.077 -1.124 -1.033
H 0.495 -0.789 1.772
H 0.256 1.064 1.764

***

Relative energy (zero: lowest compared OMol25 entry of this formula, charge and spin), respectively: 3.379; 1.582; 1.246; 19.467; 0.308; 3.913 eV.